(1)
Formula: C43H49BaN4O4P2Se2
Source: OMol25
Level of theory: ωB97M-V/def2-TZVPD

Largest force on an atom ... 1.5 eV/Å
HOMO-LUMO gap ... 6.7640 eV
ΔE to the lowest compared entry with this formula, charge and spin ... 0.2138 eV
Total charge ... +1
HOMO ... -9.2043 eV

Positions of all 105 atoms, in Å:
Ba (-1.909, -0.230, -0.429)
C (-2.907, -3.608, -0.556)
C (-3.319, -3.377, 0.890)
O (-2.886, -2.083, 1.283)
C (-3.301, -1.666, 2.585)
C (-2.970, -0.185, 2.752)
O (-3.173, 0.575, 1.541)
C (-4.474, 1.111, 1.258)
C (-5.416, 0.079, 0.685)
O (-4.819, -0.494, -0.478)
C (-5.476, -1.665, -0.930)
C (-4.560, -2.404, -1.887)
O (-3.219, -2.521, -1.428)
H (-3.376, -4.529, -0.918)
H (-1.826, -3.729, -0.623)
H (-2.853, -4.147, 1.515)
H (-4.402, -3.450, 1.028)
H (-2.760, -2.227, 3.353)
H (-4.370, -1.871, 2.699)
H (-1.911, -0.078, 2.979)
H (-3.556, 0.254, 3.562)
H (-4.317, 1.908, 0.529)
H (-4.896, 1.557, 2.162)
H (-6.365, 0.571, 0.442)
H (-5.627, -0.714, 1.409)
H (-6.406, -1.419, -1.456)
H (-5.744, -2.286, -0.070)
H (-4.496, -1.870, -2.836)
H (-4.974, -3.395, -2.099)
Se (5.501, -0.353, 0.615)
P (4.090, -0.433, 2.170)
C (4.095, 1.051, 3.221)
C (4.414, 1.139, 4.568)
C (4.405, 2.369, 5.219)
C (4.080, 3.522, 4.527)
C (3.765, 3.446, 3.176)
C (3.777, 2.224, 2.531)
C (4.169, -1.989, 3.104)
C (4.811, -2.199, 4.317)
C (4.864, -3.471, 4.877)
C (4.288, -4.547, 4.225)
C (3.669, -4.353, 2.997)
C (3.615, -3.088, 2.442)
C (2.354, -0.434, 1.648)
C (1.668, -0.449, 0.443)
N (0.356, -0.387, 0.759)
N (0.246, -0.343, 2.083)
N (1.436, -0.374, 2.637)
P (2.151, -0.500, -1.298)
Se (0.462, -0.612, -2.650)
C (2.972, 1.078, -1.621)
C (4.089, 1.282, -2.424)
C (4.550, 2.566, -2.671)
C (3.892, 3.661, -2.134)
C (2.763, 3.470, -1.351)
C (2.307, 2.187, -1.099)
C (3.087, -2.036, -1.483)
C (2.495, -3.145, -0.882)
C (3.059, -4.404, -1.009)
C (4.220, -4.571, -1.751)
C (4.809, -3.475, -2.361)
C (4.246, -2.215, -2.228)
H (4.655, 0.265, 5.151)
H (4.652, 2.414, 6.271)
H (4.072, 4.477, 5.037)
H (3.518, 4.341, 2.619)
H (3.559, 2.180, 1.471)
H (5.309, -1.398, 4.840)
H (5.368, -3.612, 5.824)
H (4.333, -5.535, 4.664)
H (3.233, -5.189, 2.465)
H (3.148, -2.954, 1.473)
H (4.629, 0.462, -2.866)
H (5.431, 2.706, -3.283)
H (4.258, 4.661, -2.327)
H (2.236, 4.318, -0.934)
H (1.425, 2.055, -0.481)
H (1.589, -3.028, -0.297)
H (2.592, -5.253, -0.528)
H (4.668, -5.551, -1.849)
H (5.719, -3.593, -2.933)
H (4.750, -1.389, -2.698)
C (-3.299, 3.310, -4.993)
N (-3.448, 1.900, -4.526)
C (-2.115, 1.216, -4.443)
C (-4.271, 1.813, -3.222)
C (-3.716, 2.716, -2.171)
C (-4.326, 3.968, -2.038)
C (-3.766, 4.909, -1.193)
C (-2.587, 4.590, -0.529)
C (-2.018, 3.325, -0.655)
C (-2.573, 2.303, -1.456)
H (-2.880, 3.279, -5.996)
H (-2.632, 3.820, -4.304)
H (-4.277, 3.782, -4.986)
H (-3.984, 1.394, -5.228)
H (-1.612, 1.558, -3.540)
H (-1.561, 1.457, -5.346)
H (-2.305, 0.145, -4.382)
H (-4.245, 0.755, -2.949)
H (-5.281, 2.079, -3.539)
H (-5.229, 4.211, -2.591)
H (-4.224, 5.882, -1.070)
H (-2.113, 5.337, 0.098)
H (-1.087, 3.149, -0.116)

=====

(2)
Formula: C48H70O39
Source: OMol25
Level of theory: ωB97M-V/def2-TZVPD

Largest force on an atom ... 6.4 eV/Å
HOMO-LUMO gap ... 10.0270 eV
ΔE to the lowest compared entry with this formula, charge and spin ... 3.5040 eV
Total charge ... 0
HOMO ... -10.2661 eV

Positions of all 157 atoms, in Å:
C (3.754, -5.636, 0.176)
C (4.330, -4.881, -1.018)
O (3.289, -3.999, -1.434)
C (2.225, -4.082, -0.616)
O (1.138, -3.600, -0.721)
O (2.379, -5.142, 0.243)
H (4.290, -5.276, 1.054)
H (3.577, -6.711, 0.149)
H (4.349, -5.506, -1.911)
H (5.300, -4.438, -0.794)
C (2.402, -1.442, -3.845)
C (1.458, -1.627, -5.027)
O (2.147, -0.897, -6.021)
C (3.406, -0.613, -5.589)
O (4.304, -0.176, -6.277)
O (3.544, -0.950, -4.408)
H (2.479, -2.463, -3.470)
H (2.055, -0.931, -2.947)
H (0.529, -1.189, -4.661)
H (1.358, -2.684, -5.275)
C (4.690, 1.397, -2.390)
C (5.356, 2.426, -1.499)
O (5.472, 3.542, -2.277)
C (4.934, 3.322, -3.493)
O (4.960, 4.128, -4.418)
O (4.342, 2.115, -3.521)
H (3.791, 0.982, -1.936)
H (5.449, 0.645, -2.608)
H (6.337, 2.035, -1.231)
H (4.737, 2.588, -0.616)
C (-1.823, 5.319, 4.275)
C (-0.831, 4.318, 4.793)
O (-1.670, 3.170, 5.095)
C (-2.895, 3.550, 5.155)
O (-3.791, 2.771, 5.482)
O (-3.046, 4.829, 4.721)
H (-1.806, 5.370, 3.186)
H (-1.730, 6.309, 4.722)
H (-0.481, 4.665, 5.765)
H (-0.018, 4.035, 4.124)
C (3.453, -3.640, 3.399)
C (4.244, -2.448, 2.935)
C (5.449, -2.677, 2.076)
O (5.163, -1.996, 0.837)
C (3.985, -1.410, 0.911)
O (3.510, -0.691, 0.058)
O (3.443, -1.625, 2.190)
H (4.044, -4.129, 4.174)
H (3.328, -4.349, 2.581)
H (2.489, -3.308, 3.786)
H (4.468, -1.808, 3.789)
H (5.550, -3.735, 1.834)
H (6.217, -2.039, 2.514)
C (-5.015, -1.831, -0.692)
C (-5.670, -1.639, -2.052)
C (-7.118, -2.126, -2.179)
O (-7.915, -0.966, -2.429)
C (-7.152, 0.083, -2.501)
O (-7.616, 1.203, -2.751)
O (-5.821, -0.260, -2.235)
H (-3.968, -1.586, -0.872)
H (-5.091, -2.839, -0.285)
H (-5.433, -1.216, 0.106)
H (-5.061, -2.068, -2.848)
H (-7.396, -2.546, -1.212)
H (-7.259, -2.803, -3.021)
C (-3.400, 0.741, 2.464)
C (-3.732, 1.982, 1.700)
C (-3.203, 2.000, 0.228)
O (-4.385, 2.439, -0.534)
C (-5.406, 2.304, 0.207)
O (-6.511, 2.483, -0.222)
O (-5.102, 2.182, 1.509)
H (-3.687, -0.153, 1.909)
H (-3.976, 0.668, 3.387)
H (-2.380, 0.789, 2.844)
H (-3.373, 2.908, 2.150)
H (-2.889, 0.984, -0.013)
H (-2.337, 2.662, 0.249)
C (5.565, 3.825, 3.562)
C (4.406, 3.140, 4.286)
C (3.271, 2.636, 3.382)
O (2.976, 1.395, 3.937)
C (3.961, 1.024, 4.753)
O (3.969, -0.024, 5.364)
O (4.937, 1.892, 4.735)
H (6.483, 3.916, 4.144)
H (5.315, 4.879, 3.440)
H (5.631, 3.432, 2.548)
H (4.132, 3.827, 5.086)
H (3.601, 2.583, 2.344)
H (2.340, 3.141, 3.640)
C (-1.019, -1.161, -0.980)
C (0.128, -0.337, -0.317)
C (0.548, 0.914, -1.113)
O (0.801, 1.770, -0.091)
C (0.203, 1.483, 1.036)
O (0.138, 2.244, 1.987)
O (-0.422, 0.272, 0.838)
H (-1.683, -0.461, -1.488)
H (-1.548, -1.827, -0.297)
H (-0.597, -1.736, -1.803)
H (0.905, -1.002, 0.062)
H (-0.239, 1.116, -1.839)
H (1.401, 0.936, -1.791)
C (-3.975, -0.320, -5.434)
C (-3.361, 1.066, -5.446)
C (-3.584, 1.841, -4.141)
O (-2.214, 2.035, -3.748)
C (-1.368, 1.523, -4.649)
O (-0.161, 1.643, -4.499)
O (-1.953, 0.829, -5.573)
H (-3.538, -0.886, -4.611)
H (-3.800, -0.830, -6.380)
H (-5.013, -0.089, -5.194)
H (-3.830, 1.506, -6.326)
H (-4.224, 1.366, -3.397)
H (-3.894, 2.840, -4.449)
C (2.039, 4.833, -1.559)
C (0.804, 5.490, -2.213)
C (-0.481, 4.676, -1.783)
O (-1.342, 5.759, -1.479)
C (-0.648, 6.908, -1.337)
O (-1.181, 7.966, -0.989)
O (0.590, 6.722, -1.612)
H (2.197, 4.816, -0.480)
H (3.015, 5.174, -1.904)
H (1.977, 3.833, -1.990)
H (0.909, 5.598, -3.293)
H (-0.316, 4.063, -0.896)
H (-0.777, 4.141, -2.685)
C (-1.018, -6.712, -0.923)
C (-1.883, -6.052, -1.955)
C (-3.191, -5.702, -1.455)
O (-3.411, -4.386, -1.927)
C (-2.423, -4.019, -2.669)
O (-2.361, -3.089, -3.426)
O (-1.371, -4.833, -2.399)
H (-0.886, -6.154, 0.004)
H (-0.051, -7.018, -1.323)
H (-1.407, -7.707, -0.707)
H (-2.018, -6.558, -2.911)
H (-3.128, -5.783, -0.369)
H (-3.908, -6.453, -1.787)
C (-0.233, -1.227, 3.691)
C (-0.157, -1.287, 5.180)
C (-1.459, -1.010, 5.909)
O (-1.600, -2.132, 6.727)
C (-0.767, -3.047, 6.515)
O (-0.715, -4.129, 7.093)
O (0.005, -2.655, 5.488)
H (-0.987, -1.838, 3.195)
H (0.694, -1.627, 3.280)
H (-0.404, -0.182, 3.430)
H (0.571, -0.570, 5.559)
H (-2.251, -1.012, 5.160)
H (-1.454, -0.007, 6.336)

=====

(3)
Formula: C38H36I2N6O3TeTi
Source: OMol25
Level of theory: ωB97M-V/def2-TZVPD

Largest force on an atom ... 1.6 eV/Å
HOMO-LUMO gap (alpha / beta) ... 4.2632 / 7.1846 eV
ΔE to the lowest compared entry with this formula, charge and spin ... 1.2816 eV
Total charge ... 0
Spin multiplicity ... 3
HOMO (alpha / beta) ... -4.3056 / -7.2309 eV

Positions of all 87 atoms, in Å:
Ti (-1.101, 0.411, 0.812)
I (-2.101, 2.227, 7.968)
C (-1.837, 1.247, 6.142)
C (-2.760, 0.299, 5.730)
C (-2.580, -0.329, 4.509)
I (-3.962, -1.741, 3.845)
C (-1.499, -0.030, 3.667)
O (-1.364, -0.604, 2.496)
C (-0.574, 0.934, 4.120)
C (0.589, 1.280, 3.231)
N (0.159, 1.879, 1.948)
C (-0.581, 3.148, 2.082)
C (-2.055, 2.886, 2.202)
C (-2.885, 3.632, 2.989)
C (-4.257, 3.328, 3.074)
C (-4.707, 2.225, 2.338)
C (-3.836, 1.504, 1.567)
N (-2.487, 1.799, 1.463)
C (-0.748, 1.560, 5.343)
H (-3.614, 0.055, 6.346)
H (1.262, 1.962, 3.763)
H (1.143, 0.373, 2.975)
H (0.982, 2.031, 1.367)
H (-0.226, 3.740, 2.932)
H (-0.379, 3.725, 1.173)
H (-2.461, 4.443, 3.569)
H (-4.922, 3.902, 3.702)
H (-5.743, 1.913, 2.379)
H (-4.170, 0.626, 1.028)
H (-0.032, 2.305, 5.667)
C (-2.295, 2.228, -2.479)
C (-0.956, 2.340, -1.811)
O (-0.579, 1.587, -0.917)
N (-0.098, 3.271, -2.245)
C (1.137, 3.512, -1.513)
C (1.950, 2.252, -1.316)
C (2.320, 1.453, -2.389)
C (3.051, 0.304, -2.143)
C (3.389, -0.002, -0.834)
C (2.970, 0.854, 0.171)
N (2.264, 1.961, -0.054)
H (-2.931, 1.587, -1.875)
H (-2.171, 1.783, -3.468)
H (-2.767, 3.204, -2.588)
H (-0.393, 3.920, -2.953)
H (0.922, 3.915, -0.523)
H (1.709, 4.258, -2.066)
H (2.010, 1.710, -3.393)
H (3.335, -0.353, -2.956)
H (3.954, -0.893, -0.593)
H (3.201, 0.640, 1.209)
O (0.592, -0.570, 0.353)
C (0.767, -1.820, 0.706)
C (2.008, -2.241, 1.218)
C (2.233, -3.552, 1.579)
C (1.226, -4.507, 1.445)
C (0.005, -4.118, 0.934)
C (-0.243, -2.799, 0.546)
C (-1.522, -2.455, -0.069)
N (-2.083, -1.256, -0.182)
C (-3.273, -1.429, -0.850)
C (-3.439, -2.739, -1.153)
N (-2.325, -3.372, -0.656)
H (2.782, -1.489, 1.324)
H (3.197, -3.838, 1.981)
H (1.390, -5.531, 1.753)
H (-0.789, -4.854, 0.869)
H (-3.933, -0.604, -1.060)
H (-4.227, -3.266, -1.660)
H (-2.107, -4.347, -0.753)
C (1.709, -1.928, -2.343)
Te (-0.043, -1.042, -3.182)
C (0.741, -1.794, -5.035)
C (2.214, -2.011, -4.794)
C (3.114, -2.144, -5.848)
C (4.464, -2.345, -5.603)
C (4.925, -2.421, -4.295)
C (4.034, -2.295, -3.242)
C (2.678, -2.085, -3.481)
H (1.452, -2.882, -1.882)
H (2.093, -1.270, -1.565)
H (0.568, -1.077, -5.835)
H (0.241, -2.726, -5.295)
H (2.753, -2.083, -6.868)
H (5.155, -2.438, -6.431)
H (5.979, -2.576, -4.098)
H (4.388, -2.353, -2.219)